Formula: C6H12N
Source: OMol25
Level of theory: ωB97M-V/def2-TZVPD

Cartesian coordinates (Å):
C  -0.170  -0.270  0.913
C  -0.858  -1.521  0.293
C  -1.386  -0.192  0.140
C  -2.541  0.473  -0.396
C  1.520  1.426  -0.063
C  1.292  0.070  0.388
N  1.555  -0.940  -0.603
H  -0.235  -0.054  1.912
H  -1.359  -2.458  0.679
H  -2.532  1.020  -1.469
H  -2.700  1.293  0.261
H  -3.411  -0.206  -0.495
H  0.875  2.067  -0.664
H  2.421  1.195  -0.701
H  1.812  2.054  0.769
H  1.867  -0.070  1.287
H  -0.049  -1.650  -0.511
H  2.175  -1.650  -0.261
H  1.725  -0.587  -1.480

Its calculated total energy is -290.17240 Ha. Its charge is +1. As for the spin multiplicity: 1. The value obtained for the energy relative to the best compared isomer or geometry (same formula, charge and spin) is 93.8 kcal/mol. As for the HOMO energy: -14.34 eV. The value obtained for the lowest unoccupied orbital energy is -0.2061 Eh.

***

Formula: C6H12N
Source: OMol25
Level of theory: ωB97M-V/def2-TZVPD

Cartesian coordinates (Å):
C  -0.476  -0.378  1.753
C  -1.099  0.288  0.499
C  0.044  0.580  -0.524
C  0.089  1.877  -1.276
C  0.720  -1.103  -1.714
C  1.103  -0.300  -0.602
N  -0.340  -1.754  1.777
H  0.343  0.196  2.215
H  -1.327  -0.417  2.581
H  -1.801  -0.417  0.254
H  -1.483  1.376  0.557
H  1.118  2.003  -1.801
H  -0.661  2.036  -2.037
H  -0.216  -1.046  -2.072
H  1.572  -1.353  -2.502
H  2.130  -0.169  -0.401
H  0.331  -2.109  1.193
H  -0.024  2.674  -0.559
H  -0.023  -1.985  2.658

Its calculated total energy is -290.13592 Ha. Its charge is +1. As for the spin multiplicity: 1. The value obtained for the energy relative to the best compared isomer or geometry (same formula, charge and spin) is 116.7 kcal/mol. As for the HOMO energy: -13.35 eV. The value obtained for the lowest unoccupied orbital energy is -0.2180 Eh.